A molecular structure, C33H41Cl5N6NiSb, computed with wB97M-V/def2-TZVPD.

The value obtained for the HOMO energy is -10.544 eV. For the total energy, the calculation gives -154014.8746 eV. The LUMO energy is -2.3 eV. The total charge is +1. The energy above the lowest of the compared OMol25 structures with the same formula, charge and spin is 0.0 kcal per mole.

The geometry in XYZ format:
```
87
C33H41Cl5N6NiSb, DFT wB97M-V/def2-TZVPD
Ni -0.085 -0.075 2.596
N -0.545 0.184 4.675
C -0.299 1.548 5.188
C 0.814 2.215 4.392
N 0.590 2.073 2.955
C -0.370 2.977 2.322
C -1.780 2.398 2.367
N -1.759 0.959 2.013
H -1.481 -0.118 4.920
H 0.089 -0.471 5.121
H -0.033 1.538 6.247
H -1.221 2.119 5.096
H 1.760 1.716 4.617
H 0.901 3.263 4.699
H 1.484 2.159 2.494
H -0.075 3.082 1.278
H -0.369 3.975 2.775
H -2.422 2.961 1.686
H -2.210 2.488 3.363
H -1.604 0.866 1.008
H -2.668 0.558 2.215
C -2.626 5.187 -4.082
C -1.344 4.783 -4.421
C -0.739 3.730 -3.745
C -1.413 3.066 -2.723
C -2.696 3.494 -2.380
C -3.306 4.538 -3.061
Sb -0.539 1.495 -1.557
C -1.619 -0.148 -2.413
C -0.973 -1.230 -3.008
C -1.704 -2.276 -3.558
C -3.091 -2.264 -3.504
C -3.745 -1.203 -2.891
C -3.012 -0.157 -2.346
C 1.263 1.266 -2.658
C 1.276 0.965 -4.021
C 2.479 0.786 -4.688
C 3.682 0.912 -4.004
C 3.683 1.221 -2.653
C 2.476 1.395 -1.985
H -3.094 6.009 -4.607
H -0.809 5.289 -5.215
H 0.264 3.430 -4.023
H -3.237 3.012 -1.570
H -4.307 4.849 -2.792
H 0.109 -1.259 -3.061
H -1.189 -3.100 -4.037
H -3.660 -3.077 -3.934
H -4.827 -1.185 -2.849
H -3.544 0.670 -1.886
H 0.344 0.868 -4.566
H 2.479 0.548 -5.744
H 4.619 0.772 -4.528
H 4.618 1.329 -2.118
H 2.485 1.632 -0.927
Cl 3.314 0.768 1.887
C 2.905 -0.712 2.730
C 1.579 -1.009 3.028
C 1.392 -2.284 3.578
Cl -0.246 -2.825 3.856
C 2.417 -3.176 3.877
Cl 2.083 -4.712 4.564
C 3.730 -2.808 3.594
Cl 5.023 -3.875 3.953
C 3.974 -1.575 2.999
Cl 5.583 -1.142 2.585
C 1.366 -4.132 0.291
N 1.103 -2.780 -0.199
C 2.279 -2.097 -0.710
C 0.078 -2.051 0.351
N 0.246 -0.793 0.726
N -1.107 -2.692 0.445
C -1.480 -3.769 -0.468
C -2.235 -2.151 1.165
H 2.314 -4.138 0.838
H 1.438 -4.846 -0.531
H 0.582 -4.450 0.973
H 2.752 -2.734 -1.456
H 3.017 -1.889 0.076
H 2.002 -1.165 -1.199
H 1.225 -0.553 0.629
H -0.697 -3.941 -1.197
H -2.383 -3.472 -1.004
H -1.682 -4.692 0.080
H -2.913 -1.622 0.485
H -1.900 -1.478 1.945
H -2.779 -2.970 1.637
```